Version P
Here is a cluster of 2 separate species, C5H9FN2O2 in total from the Open Molecules 2025 dataset. Energies are from ωB97M-V/def2-TZVPD.

```
! wB97M-V def2-TZVPD RIJCOSX def2/J DEFGRID3
* xyz 0 1
F 3.76854 1.41518 0.01074
O 3.05107 -0.68893 -1.07884
O 1.98388 -1.41289 0.72987
N 2.70521 -0.43011 0.02921
N 2.95575 0.55595 0.80150
C -0.76336 1.06744 -0.92863
C -1.11863 -0.00583 1.18332
C -2.13187 -0.62607 0.25695
C -0.40726 0.88630 0.56477
C -1.56967 -0.27610 -1.08345
H 2.25487 -1.43095 1.68008
H -3.16950 -0.11674 0.41943
H 0.28879 1.62831 0.85546
H -1.41141 1.88437 -1.11774
H -0.92144 -1.11433 -1.41501
H -2.34528 -0.31773 -1.94501
H -0.99860 -0.37174 2.21715
H 0.13107 1.07577 -1.59849
H -2.30217 -1.72189 0.41870
*
```

Values from the calculation:
Orbital gap, eV: 9.4
Structure (SMILES): [O-]/[N+](O)=N\F.C1=CCCC1
LUMO energy, eV: 0.059

Version Q
Here is a cluster of 3 separate species, C5H9FN2O2 in total from the Open Molecules 2025 dataset. Energies are from ωB97M-V/def2-TZVPD.

```
! wB97M-V def2-TZVPD RIJCOSX def2/J DEFGRID3
* xyz 0 1
F -4.03598 -1.52065 0.64705
O 3.60352 0.32781 -0.59789
O 3.00024 -1.83316 -0.17192
N 1.05114 0.48843 0.64849
N -1.75995 -0.86385 -0.65256
C 0.00766 0.10330 0.11053
C 3.30712 -0.75686 -0.34191
C 1.26627 1.86221 0.93292
C -0.40264 -1.27247 -0.20030
C -1.34657 0.56842 -0.46181
H 0.51472 2.58198 0.55846
H -3.35025 -1.45518 0.03261
H 0.16254 -1.77997 -0.93220
H 2.25695 2.09202 0.34467
H -1.94523 0.97345 0.29135
H -0.69080 -1.75489 0.75461
H 1.49377 1.96662 2.13097
H -1.78610 -0.94812 -1.75489
H -1.34642 1.22088 -1.33820
*
```

Values from the calculation:
Orbital gap, eV: 10.4
Structure (SMILES): CN=C1CNC1.O=C=O.F
LUMO energy, eV: 0.440

Version R
Here is a cluster of 4 separate species, C5H9FN2O2 in total from the Open Molecules 2025 dataset. Energies are from ωB97M-V/def2-TZVPD.

```
! wB97M-V def2-TZVPD RIJCOSX def2/J DEFGRID3
* xyz 0 1
F 3.19482 -2.41640 -0.81896
O -4.08136 -0.10767 -0.51366
O -2.47112 -1.57954 0.18538
N -1.78407 1.02744 0.12084
N 2.12735 -0.68565 0.71603
C 0.79318 -0.96534 1.30371
C -3.19661 -0.75028 -0.14843
C 0.22196 0.07170 0.43615
C -1.64545 1.90732 -0.93330
C 1.54218 0.37254 -0.14117
H -2.63449 2.38168 -1.00473
H 0.69725 -0.80229 2.37932
H -0.90514 2.70136 -0.76265
H 2.78090 -1.79988 -0.19200
H 2.81567 -0.34851 1.38283
H 1.91184 1.38922 0.02509
H 0.43297 -1.97467 1.07995
H 1.64060 0.14865 -1.20918
H -1.44047 1.43032 -1.90522
*
```

Values from the calculation:
Orbital gap (alpha / beta), eV: 6.1 / 7.1
LUMO energy (alpha / beta), eV: -1.799 / -1.405

Sorted by energy, starting with the most stable: version Q, version P, version R.

Version P
Here is a cluster of 2 separate species, C4H6N2O2S2 in total from the Open Molecules 2025 dataset. Energies are from ωB97M-V/def2-TZVPD.

```
! wB97M-V def2-TZVPD RIJCOSX def2/J DEFGRID3
* xyz 0 1
S -2.02102 1.36450 0.00416
S 3.96726 0.82098 0.63312
O -3.03437 0.61343 -0.69682
O -2.22244 1.44734 1.43403
N 0.74161 0.28632 -1.52426
N -1.36985 -1.32505 0.99839
C -0.46226 -0.50686 0.41284
C 1.85688 0.71165 -1.03028
C 2.57242 0.16841 0.06539
C -0.14730 -0.51382 -0.92658
H -0.76879 -1.07581 -1.61373
H 2.34024 1.50662 -1.58646
H 2.21422 -0.75939 0.50075
H -1.97145 -1.86111 0.39110
H 0.11108 0.11197 1.09329
H -1.80625 -0.98916 1.84505
*
```

Values from the calculation:
Orbital gap (alpha / beta), eV: 6.5 / 6.5
LUMO energy (alpha / beta), eV: -1.896 / -1.898

Version Q
Here is a cluster of 2 separate species, C4H6N2O2S2 in total from the Open Molecules 2025 dataset. Energies are from ωB97M-V/def2-TZVPD.

```
! wB97M-V def2-TZVPD RIJCOSX def2/J DEFGRID3
* xyz 0 1
S -1.63057 -0.46172 0.06902
S 0.32037 0.04410 2.32502
O 1.96952 -0.90871 -0.49030
O 3.14196 1.05512 -0.49315
N -0.54269 -2.29595 1.55825
N -0.14076 1.78155 -0.99973
C -0.54945 -0.96941 1.38355
C -1.34866 1.29432 0.04971
C 2.54574 0.08191 -0.47749
C 0.06836 1.05119 -1.98317
H -0.43942 0.10792 -2.20394
H 0.04663 -2.67963 2.27678
H 0.82802 1.36740 -2.68758
H -2.23175 1.81782 -0.28872
H -1.04573 -2.91007 0.94009
H -0.99157 1.62415 1.02166
*
```

Values from the calculation:
Orbital gap, eV: 9.2
Structure (SMILES): C=NCSC(N)=S.O=C=O
LUMO energy, eV: 0.446

Sorted by energy, starting with the most stable: version Q, version P.

Version P
Here is an isolated molecule of C4H8BrF from the Open Molecules 2025 dataset. Energies are from ωB97M-V/def2-TZVPD.

```
! wB97M-V def2-TZVPD RIJCOSX def2/J DEFGRID3
* xyz 0 1
Br -2.80695 -0.64911 0.45013
F -1.51252 1.45440 -0.62049
C 0.12323 -0.39935 0.30934
C 1.24859 0.67957 0.53572
C -1.39934 0.66878 0.36324
C 0.31044 -1.01994 -1.01624
H 1.68069 0.65693 1.63115
H 0.41660 -0.37460 -1.82933
H 0.04338 -1.04794 1.18487
H -1.52897 1.26222 1.27568
H 1.20197 -1.62952 -1.06888
H 1.96259 0.50590 -0.25016
H -0.52279 -1.72758 -1.36340
H 0.78308 1.62026 0.39837
*
```

Values from the calculation:
Orbital gap, eV: 10.6
Structure (SMILES): CC(C)[C@@H](F)Br
LUMO energy, eV: 0.995

Version Q
Here is a cluster of 2 separate species, C4H8BrF in total from the Open Molecules 2025 dataset. Energies are from ωB97M-V/def2-TZVPD.

```
! wB97M-V def2-TZVPD RIJCOSX def2/J DEFGRID3
* xyz 0 1
Br -2.84801 -0.67840 0.43962
F -3.10862 1.82832 -0.58120
C 0.24854 -0.18922 -1.48414
C 0.69754 -0.39627 1.01398
C -2.79035 1.18503 0.61790
C 0.73736 0.42601 -0.26785
H 0.49069 -1.21681 -1.59723
H -3.36512 1.61267 1.48049
H -0.11552 -1.23860 1.01857
H 1.10911 1.35423 -0.40552
H -0.84011 0.18224 -1.53212
H 0.70501 0.36928 1.75479
H 0.63746 0.24174 -2.32059
H 1.60567 -1.07453 1.06341
*
```

Values from the calculation:
Orbital gap (alpha / beta), eV: 6.5 / 9.8
LUMO energy (alpha / beta), eV: -0.618 / 0.733

Sorted by energy, starting with the most stable: version P, version Q.

Version P
Here is an isolated molecule of C3H3FN2O from the Open Molecules 2025 dataset. Energies are from ωB97M-V/def2-TZVPD.

```
! wB97M-V def2-TZVPD RIJCOSX def2/J DEFGRID3
* xyz 0 1
F 2.37976 -0.72764 0.06004
O -0.09418 1.57766 0.10243
N -0.19904 -0.74967 -0.01403
N 0.55114 0.55494 0.03367
C -1.55206 -0.41613 -0.60473
C 1.81577 0.46120 0.03525
C -1.50657 -0.78651 0.61937
H -1.90206 -0.28279 -1.59147
H -1.86055 -0.90107 1.57704
H 2.36780 1.27003 -0.21756
*
```

Values from the calculation:
Orbital gap, eV: 9.9
Structure (SMILES): [O-]/[N+](=C/F)N1C=C1
LUMO energy, eV: 1.093

Version Q
Here is a structure of composition C3H3FN2O from the Open Molecules 2025 dataset. Energies are from ωB97M-V/def2-TZVPD.

```
! wB97M-V def2-TZVPD RIJCOSX def2/J DEFGRID3
* xyz 0 1
F -1.22200 1.95601 -0.36803
O 2.60511 -0.35986 -0.17916
N 1.01787 1.00722 0.43955
N 1.40307 -0.08451 0.04110
C -0.84581 -0.41401 -0.24975
C 0.34141 -0.99227 -0.31853
C -0.81693 0.91830 0.31774
H -1.28932 0.94247 1.28579
H 0.52031 -2.08618 -0.60950
H -1.71372 -0.88717 -0.35922
*
```

Values from the calculation:
Orbital gap, eV: 9.6
LUMO energy, eV: -0.411

Sorted by energy, starting with the most stable: version Q, version P.

Version P
Here is an isolated molecule of C18H25NO4 from the Open Molecules 2025 dataset. Energies are from ωB97M-V/def2-TZVPD.

```
! wB97M-V def2-TZVPD RIJCOSX def2/J DEFGRID3
* xyz 0 1
O -4.52983 0.25508 -0.17070
O 2.98650 3.10572 0.47122
O -0.91822 1.51786 -1.04999
O -0.38795 3.30504 0.19476
N 1.82922 1.32370 -0.30895
C 2.00083 2.62655 -0.04791
C 4.30018 -1.44943 -1.04507
C -1.38707 -0.95829 1.14585
C -2.50113 2.36279 0.56366
C -1.25595 -2.19184 0.52881
C -3.46581 -0.58371 0.00694
C 2.83882 0.32150 -0.03205
C -5.55892 -0.13701 -1.04448
C 3.24156 -0.38716 -1.32630
C 3.78406 -2.46255 -0.02817
C 2.32354 -0.69649 0.98525
C -2.22641 -2.61207 -0.35821
C 0.83042 3.51239 -0.51651
C -1.20083 2.32155 -0.19258
C -2.47469 -0.14145 0.89692
C 3.38330 -1.75788 1.26390
C -2.60393 1.19734 1.56486
C -3.32931 -1.81556 -0.61853
H 4.55460 -3.20787 0.17808
H 4.56922 -1.95584 -1.97412
H 1.42611 -1.16938 0.58111
H -4.07636 -2.16785 -1.31210
H 5.19858 -0.96800 -0.65307
H 3.62405 0.34567 -2.03939
H -0.40458 -2.82047 0.74327
H 2.99726 -2.48411 1.98224
H -3.31597 2.27156 -0.15482
H 1.09788 4.55526 -0.33906
H -1.82887 1.30454 2.32579
H 0.97228 1.01609 -0.75555
H -6.28887 0.67131 -1.02130
H 0.66061 3.33551 -1.58515
H -5.19202 -0.26230 -2.06825
H 2.35634 -0.85673 -1.76313
H -3.58074 1.26623 2.04846
H -2.57405 3.31227 1.09291
H 2.05531 -0.18174 1.91009
H -6.03843 -1.06380 -0.71315
H 2.91703 -2.98224 -0.44259
H -2.13608 -3.56783 -0.85284
H 3.69814 0.85936 0.38211
H 4.26217 -1.28393 1.70611
H -0.63199 -0.62180 1.84164
*
```

Values from the calculation:
Orbital gap, eV: 9.3
Structure (SMILES): COc1ccccc1CCC(=O)OCC(=O)NC1CCCCC1
LUMO energy, eV: 0.740

Version Q
Here is a cluster of 3 separate species, C18H25NO4 in total from the Open Molecules 2025 dataset. Energies are from ωB97M-V/def2-TZVPD.

```
! wB97M-V def2-TZVPD RIJCOSX def2/J DEFGRID3
* xyz 0 1
O -0.43071 -0.64172 0.17814
O -2.98800 1.19710 3.81842
O -2.09735 1.22103 0.82542
O 0.16251 0.43087 -1.73333
N -1.33141 1.43799 -0.34219
C 1.54088 -5.96487 0.88732
C -2.27533 2.14096 3.06297
C 2.90247 4.31970 -2.72926
C 0.68989 -4.89391 1.12069
C -1.36428 1.56787 2.00436
C -0.48886 0.39407 -0.70240
C 3.95885 1.77712 -3.07437
C 2.22611 3.21275 -2.23493
C -3.88023 0.41153 3.05302
C -2.17847 1.94061 -1.42971
C 4.10831 4.15477 -3.39662
C 2.75095 1.94003 -2.40899
C 0.50927 -3.92597 0.14198
C 4.63783 2.88337 -3.56743
C 1.18134 -4.02652 -1.06829
C -4.89264 -0.20783 4.00256
C 2.03090 -5.09901 -1.30196
C 2.20946 -6.06815 -0.32479
H -3.34202 -0.39544 2.54953
H -4.38106 -0.94923 4.60933
H -1.64018 2.67618 3.76666
H 1.04117 -3.26865 -1.82904
H -0.81378 0.70476 2.37699
H 4.37046 0.78533 -3.21129
H -4.36719 1.00382 2.27729
H -3.03882 2.43950 -1.01053
H 0.50477 -0.84246 0.28267
H -2.93715 2.88361 2.60824
H -1.58837 2.61572 -2.03955
H 1.68337 -6.71941 1.64996
H -5.27825 0.56849 4.65674
H 2.48991 5.31162 -2.59516
H 1.28472 3.33878 -1.71390
H -5.70591 -0.67001 3.45392
H 2.87041 -6.90527 -0.50803
H 5.57980 2.75499 -4.08517
H 2.55281 -5.17990 -2.24652
H -0.16067 -3.09567 0.31952
H 2.21697 1.08343 -2.02559
H 0.16680 -4.81353 2.06482
H -0.63024 2.32727 1.73280
H -2.49400 1.12700 -2.07999
H 4.63498 5.01728 -3.78428
*
```

Values from the calculation:
Orbital gap, eV: 9.7
Structure (SMILES): CCOCCON(C)C(=O)O.c1ccccc1.c1ccccc1
LUMO energy, eV: 0.576

Version R
Here is an isolated molecule of C18H25NO4 from the Open Molecules 2025 dataset. Energies are from ωB97M-V/def2-TZVPD.

```
! wB97M-V def2-TZVPD RIJCOSX def2/J DEFGRID3
* xyz 0 1
O 2.51166 5.38352 0.20086
O -2.19570 -4.29631 0.58913
O 0.51685 4.85760 1.08508
O -0.43201 -0.80377 -0.67519
N 0.68031 0.61689 0.65829
C -2.80600 -5.82941 -1.05612
C -0.11950 -3.04560 0.91444
C 0.55237 1.68477 -0.31897
C 1.59449 2.41016 2.04870
C -1.95880 -3.69644 -1.77612
C 1.88435 2.40784 -0.45654
C 1.63194 4.54989 0.75524
C -2.13193 -4.09615 -3.09141
C 1.50462 0.90613 1.81380
C 2.21286 3.14842 0.85619
C 2.09220 6.73548 -0.00931
C -1.64834 -3.06492 1.00611
C -2.29830 -4.56678 -0.74542
C 0.18725 -0.60558 0.35533
C -2.63387 -5.34719 -3.39803
C -2.97119 -6.21382 -2.37032
C 2.26658 7.57203 1.24937
C 0.45552 -1.70671 1.37040
H 0.27825 -3.85049 1.53576
H 0.01586 -1.42572 2.33057
H 3.29967 7.53469 1.58640
H -3.36535 -7.19443 -2.59454
H 1.53573 -1.79773 1.50621
H -1.56248 -2.71297 -1.57889
H -2.07213 -2.23301 0.43489
H 2.66657 1.67857 -0.67396
H 0.17907 -3.23294 -0.11791
H 3.29630 3.24274 0.95654
H -0.22852 2.38960 -0.01411
H 0.25079 1.22108 -1.26083
H -3.06574 -6.49005 -0.24339
H -1.95773 -2.96563 2.05201
H 1.84473 3.11097 -1.28909
H 2.72363 7.10455 -0.81986
H -1.86568 -3.41190 -3.88399
H 2.51441 0.49338 1.67471
H 0.59091 2.80595 2.21670
H 1.07117 0.43912 2.70213
H 1.04294 6.73499 -0.32150
H 1.62212 7.19336 2.03885
H -2.76193 -5.64689 -4.42750
H 2.18027 2.59392 2.95003
H 1.99789 8.60338 1.04048
*
```

Values from the calculation:
Orbital gap, eV: 8.7
Structure (SMILES): CCOC(=O)C1CCN(C(=O)CCCOc2ccccc2)CC1
LUMO energy, eV: 0.605

Version S
Here is an isolated molecule of C18H25NO4 from the Open Molecules 2025 dataset. Energies are from ωB97M-V/def2-TZVPD.

```
! wB97M-V def2-TZVPD RIJCOSX def2/J DEFGRID3
* xyz 0 1
O -2.64014 2.12174 3.88859
O -2.20552 -0.11351 1.64753
O -1.05982 -5.21160 -2.54675
O -1.47676 0.38457 4.69573
N -0.13278 0.41439 2.05631
C -0.99783 -3.96249 -0.52019
C 0.33280 -4.22278 0.10542
C -0.21603 5.28432 1.52373
C -1.63688 1.50417 3.90793
C -1.02903 -0.43282 1.48878
C -0.56648 -1.61467 0.65732
C -0.19085 2.90871 2.24742
C 0.78498 -1.83581 0.59499
C 1.52016 -2.81862 -1.59528
C -2.45815 -3.20608 -2.44591
C -0.84136 4.28679 2.51342
C 0.75822 2.52458 3.42135
C 1.21714 -3.09954 -0.14927
C -0.45195 1.58518 2.91012
C 2.10482 -3.93761 -2.49521
C -1.50691 -2.48322 -0.30695
C -1.46123 -4.25415 -1.89402
C -2.09275 -1.99923 -1.61341
H -1.64174 -4.66224 0.00748
H 2.05188 -3.74669 -3.60876
H -1.89291 4.33232 2.11916
H -2.47134 -2.72964 0.33751
H 1.45923 -1.33355 1.23436
H -2.91934 -1.28381 -1.30196
H -0.47600 5.16001 0.48482
H 1.71578 -5.00702 -2.37924
H 0.65119 -2.48203 -2.02416
H 2.22138 -3.35459 0.33326
H 0.30062 2.83057 1.27316
H 0.67958 -5.20219 -0.21828
H -2.31535 0.28003 5.09718
H -0.98600 4.60747 3.52122
H 0.89200 5.35184 1.69197
H -3.49537 -3.47850 -2.29773
H 0.16134 -4.22590 1.19227
H -0.72435 6.24798 1.83978
H 0.84233 0.03336 2.09059
H 0.45692 3.05392 4.30342
H 2.26395 -2.08287 -1.59922
H -2.34779 -2.99038 -3.50459
H 1.82448 2.29009 3.17399
H -1.24824 -1.40942 -1.99350
H 3.20851 -3.99359 -2.24840
*
```

Values from the calculation:
Orbital gap, eV: 9.9
Structure (SMILES): CC[C@H]1C=C(C(=O)N[C@@]2(C(=O)O)C[C@@H]2CC)[C@H]2CCC(=O)[C@H]2C1
LUMO energy, eV: 0.446

Sorted by energy, starting with the most stable: version P, version R, version Q, version S.

Version P
Here is a structure of composition C5H6N3S from the Open Molecules 2025 dataset. Energies are from ωB97M-V/def2-TZVPD.

```
! wB97M-V def2-TZVPD RIJCOSX def2/J DEFGRID3
* xyz 1 1
S 3.08454 -0.41158 0.13470
N 0.72485 0.47540 0.06651
N -0.80755 -1.27906 -0.05201
N 1.44606 1.58181 0.22527
C -1.11799 -0.04755 -0.05008
C -2.33918 0.73909 0.07021
C 2.70204 1.32041 0.13048
C 1.33139 -0.69285 -0.02865
C 0.44957 -1.74125 -0.08186
H -1.52073 -2.00187 -0.21474
H -3.24151 0.20016 -0.41539
H 3.48802 2.04358 -0.04838
H -2.12217 1.70765 -0.46414
H 0.54677 -2.75779 -0.42116
H -2.62410 0.86384 1.14925
*
```

Values from the calculation:
Orbital gap, eV: 8.2
LUMO energy, eV: -4.375

Version Q
Here is the ion C5H6N3S with charge +1 from the Open Molecules 2025 dataset. Energies are from ωB97M-V/def2-TZVPD.

```
! wB97M-V def2-TZVPD RIJCOSX def2/J DEFGRID3
* xyz 1 1
S 1.72712 1.95437 3.13338
N 0.66562 -0.93993 -0.83351
N 0.15010 -0.38530 2.67908
N 0.17248 -0.47841 1.26557
C -0.77584 0.29541 0.54448
C -1.09702 0.51134 -2.13420
C 1.00782 -1.20054 0.47886
C 0.87158 0.61888 2.98251
C -0.42876 -0.03859 -0.83745
H -0.28289 0.78752 -2.86058
H 1.83838 -1.84805 0.85799
H -1.72895 -0.29782 -2.58705
H 1.14453 -1.33801 -1.64177
H -1.67771 1.42517 -1.84368
H -1.55440 0.98702 0.92644
*
```

Values from the calculation:
Orbital gap, eV: 9.3
Structure (SMILES): Cc1cn(N=C=S)c[nH+]1
LUMO energy, eV: -4.653

Sorted by energy, starting with the most stable: version Q, version P.